17
Properties=species:S:1:pos:R:3:forces:R:3:mulliken_charge:R:1 method="wB97M-V/def2-TZVPD" gap_ev=8.424
O 0.147147 1.179334 -0.670244 -0.1349 -0.4105 2.2270 -0.34
H 1.341069 -1.955696 -0.121969 -0.5572 -1.2778 -0.3784 0.42
H -0.535234 -1.408346 1.003155 -2.2170 -2.8585 -1.7376 0.37
H -3.015925 -0.053384 -0.952938 0.4081 0.0628 0.9314 0.20
H 2.838201 0.401223 -0.668422 -0.6744 1.5835 -0.0705 0.26
N -1.309362 -1.902148 0.278227 -1.7667 0.3072 6.3379 -0.71
H 0.809525 2.072794 1.367800 -3.9750 -0.1343 -2.3387 0.18
H 3.479523 -0.952700 -0.443341 -2.4085 0.1039 1.1225 0.27
C 1.332727 -0.942771 -0.417741 -2.0974 2.8877 2.0083 -0.31
C -1.231946 -0.791037 -0.519160 -1.7753 6.0980 0.9629 0.40
H -0.414357 3.113102 -0.111122 -0.6028 -3.0506 2.1717 0.21
C 0.092196 -0.203034 -0.388775 5.8088 0.2235 -2.4129 0.07
H -2.262966 -1.806638 1.071399 3.2123 -0.5472 -3.6826 0.34
N -2.037394 0.251854 -0.774060 -0.9354 -4.1769 -1.8113 -0.58
N 2.609876 -0.392228 -0.112154 1.8047 -1.2056 -1.8839 -0.53
H -1.463097 1.382971 0.997058 3.5532 2.6060 -1.7160 0.25
C -0.379985 2.006712 0.462289 2.3576 -0.2113 0.2702 -0.51

17
Properties=species:S:1:pos:R:3:forces:R:3:mulliken_charge:R:1 method="wB97M-V/def2-TZVPD" gap_ev=8.984
H -0.386316 -0.530460 -1.741997 -0.3951 -0.4679 0.7500 0.32
H 0.383091 2.098645 1.000568 0.1729 0.4920 -0.0610 0.21
C 0.490474 -2.016289 0.336022 1.5021 0.4843 -0.5394 -1.41
N -1.351723 0.607659 -0.150429 -1.0220 -1.4861 -1.3496 -0.36
C 0.336008 -0.497113 0.373394 5.0307 0.0337 -0.4466 0.46
H 2.041395 2.597335 0.571624 -0.2097 -0.0414 0.0176 0.25
N -0.260157 -0.062029 -0.849689 -3.3803 3.7561 1.7700 -0.31
H -3.370220 0.627347 -0.104164 -0.2241 1.1303 0.4573 0.24
H -0.431312 -2.485327 0.677098 0.1231 0.0798 0.3550 0.36
C -2.481587 0.734173 -0.701346 0.0140 0.5901 -1.0434 -0.43
O 2.701602 0.366090 -0.109454 -0.0254 -0.3219 -0.6122 -0.66
H 1.382567 -2.287006 0.894233 -0.1979 -0.4325 0.3990 0.34
H 0.006942 -0.287708 1.397342 -1.3885 0.3778 -0.9056 0.29
H 0.658420 -2.386356 -0.674967 0.1185 0.0976 -0.1184 0.34
N 1.295538 1.922185 0.612845 -1.3167 -0.6670 0.1102 -0.36
C 1.571497 0.648788 0.233875 1.3440 -2.6347 1.5490 0.45
H -2.586218 0.950067 -1.764956 -0.1457 -0.9901 -0.3319 0.29

17
Properties=species:S:1:pos:R:3:forces:R:3:mulliken_charge:R:1 method="wB97M-V/def2-TZVPD" gap_ev=8.948
H -1.080497 -1.824989 -1.730574 0.0825 0.0005 0.0611 0.22
C 1.860894 0.644785 0.699272 -0.6851 -1.0724 0.8503 0.34
H 1.833321 -0.479308 2.472579 -0.3568 -0.6450 0.3104 0.39
N -1.502413 -1.013573 1.000244 1.4881 0.7135 -0.4553 -0.68
H 0.674028 -1.467765 -1.995207 -0.1940 0.0725 -0.1307 0.25
C 1.411773 -0.123420 1.561678 1.4548 1.6982 -0.4734 -0.73
O -0.292436 -0.143776 -0.808000 0.2297 1.2699 2.0415 -0.37
N 2.145939 1.347324 -0.384757 0.2268 -0.4237 0.6166 -0.39
H -2.634752 1.195972 0.456133 0.1673 -0.4477 0.5248 0.25
H 2.036989 2.347357 -0.267227 -0.1037 -0.3035 -0.8892 0.25
H 1.986867 0.793768 -1.223017 0.0196 1.0829 -0.1103 0.26
H -2.443010 -0.853456 1.342710 0.4219 0.3883 0.8781 0.21
C -0.151055 -1.466928 -1.279516 0.4425 -0.2869 0.9740 -0.67
N -1.627021 1.267763 0.443644 0.9407 1.1214 0.2988 -0.60
H -1.416165 1.839736 -0.362608 0.5367 -0.2078 0.0499 0.25
H 0.135049 -2.104181 -0.437178 -0.1684 -0.1908 -0.2773 0.35
C -0.937511 0.040692 0.511821 -4.5027 -2.7694 -4.2693 0.65

17
Properties=species:S:1:pos:R:3:forces:R:3:mulliken_charge:R:1 method="wB97M-V/def2-TZVPD" gap_ev=8.274
H 1.320866 -0.545613 -1.359058 0.0492 -0.0672 -0.0465 0.43
O -0.706186 -2.237268 0.703734 0.1302 0.2808 -0.0705 -0.55
H 0.832639 -2.239843 -1.419097 0.0006 -0.0382 -0.0619 0.49
H 1.957647 -1.696895 -0.172232 0.0748 -0.0544 -0.0224 0.32
H -2.289363 1.019599 1.005268 -0.0449 -0.0578 -0.0239 0.28
N 1.233231 1.516648 -0.199713 0.2238 0.1372 -0.0549 -0.47
C -0.635096 0.075708 0.412663 0.0681 -0.8548 0.2601 0.26
H -0.604215 3.119015 -0.747149 0.1652 -0.0778 0.0805 0.20
C -0.132136 1.365084 -0.096469 0.2816 0.1749 -0.2542 0.29
N -0.994604 2.237806 -0.422619 -0.5139 0.2842 -0.0411 -0.74
H -2.294969 -0.647647 1.297346 -0.0371 0.1114 0.0072 0.24
H -0.310891 -3.031006 0.329354 -0.0478 0.0639 0.0319 0.31
C -0.090738 -1.125053 0.141847 -0.0264 0.3029 -0.0858 0.81
N -1.748083 0.200791 1.248458 -0.0822 -0.0966 0.0433 -0.58
H 1.570947 2.454046 -0.359818 -0.0353 -0.1201 0.0295 0.20
C 1.076218 -1.410255 -0.751469 -0.1570 -0.0204 0.1540 -1.72
H 1.814733 0.944883 0.388953 -0.0489 0.0321 0.0545 0.23

17
Properties=species:S:1:pos:R:3:forces:R:3:mulliken_charge:R:1 method="wB97M-V/def2-TZVPD" gap_ev=7.376
C 1.393325 1.180269 0.658461 2.4641 -0.5089 0.7391 -0.49
C -0.598130 0.528212 -0.163103 -1.3785 0.0629 -1.4274 0.00
H 0.947589 -0.363509 0.584664 -0.3974 0.8295 -0.0373 0.48
H 1.845528 -0.626792 -1.163792 -0.0800 0.0956 0.0075 0.34
N 2.258673 2.046556 0.963345 -0.0078 0.4064 -0.8124 -0.73
H -2.563927 -0.062724 -0.113213 0.0528 0.0431 0.0397 0.23
H 0.031929 2.546962 -0.286966 -0.3683 -0.0735 0.4521 0.30
H 3.067366 1.618812 1.411410 -0.4498 0.0476 0.2905 0.27
O 0.944697 -0.827704 -1.458764 -0.1932 0.2126 0.3728 -0.51
H -0.029115 -2.855180 -0.055723 -0.0622 0.0480 0.0045 0.34
N 0.242359 1.574536 -0.101683 -0.1275 -0.8160 0.5223 -0.05
C -0.716115 -2.016507 -0.178360 -0.0642 0.0293 0.0323 -1.58
H -2.264300 1.502131 0.563402 0.0520 -0.0806 -0.1167 0.23
H -1.331688 -2.225775 -1.060659 0.0497 0.0018 0.0192 0.36
H -1.369010 -1.984432 0.697282 0.0394 -0.0098 0.0216 0.39
N -1.935407 0.708858 0.032443 0.9401 -0.2689 -0.0879 -0.38
C 0.076227 -0.743714 -0.328743 -0.4692 -0.0191 -0.0198 0.81

17
Properties=species:S:1:pos:R:3:forces:R:3:mulliken_charge:R:1 method="wB97M-V/def2-TZVPD" gap_ev="9.333 / 6.715"
N -0.597497 -1.289449 2.747259 -0.2341 -0.3556 0.7592 -0.57
H 2.186488 1.060307 -2.521374 -0.0802 -0.1205 -0.0649 0.31
N 0.070881 -0.562514 0.544915 -0.0375 0.3691 0.7812 -0.33
H -0.084688 -2.164946 2.605042 -0.0018 0.0300 -0.0742 0.23
H -0.017985 -0.793990 3.432026 0.0503 0.0720 -0.0704 0.23
H -1.525001 -0.579182 -0.815951 0.0013 -0.0519 0.0136 0.33
N -0.402168 1.719517 -1.590092 -0.3854 0.2885 -0.2840 -0.37
C 0.630511 1.016730 -1.113074 0.6296 0.6067 -0.5303 0.15
C 1.771619 0.592837 -1.628355 -0.0701 0.0440 -0.1537 -0.87
H -0.665831 1.684136 -2.567080 0.0931 0.0767 0.0743 0.21
H 2.349569 -0.186303 -1.152630 0.0342 0.0631 0.0886 0.25
C 0.223278 0.500050 1.132273 -0.1026 -1.2614 -0.3559 0.80
H -0.861351 2.410522 -1.018963 0.0435 -0.1041 -0.0632 0.23
C -1.074213 -1.224133 -0.060014 0.2253 0.2360 0.1156 -0.77
H -0.723084 -2.139800 -0.529411 -0.0371 0.0172 0.0012 0.25
H -1.786337 -1.452317 0.731116 -0.0764 -0.0445 -0.1337 0.38
O 0.505812 1.408536 1.804314 -0.0519 0.1349 -0.1032 -0.48